Computed, not measured: 6 unconnected molecules or ions with the total composition C37H61N3O19, with the ωB97M-V functional and the def2-TZVPD basis.

Calculated values
- ΔE to the lowest compared entry with this formula, charge and spin: 0.0 kJ/mol
- Structure (SMILES): CCNc1cc(CC(C)C)c2c(c1)C(=O)C(CN)=C(ON=O)C2=O.CCOC(=O)OC.CCOC(=O)OC.CCOC(=O)OC.CCOC(=O)OC.CCOC(=O)OC
- HOMO level: -8.96 eV

Last column: Mulliken charge in e.
Element x y z (Å)
O  8.22705  1.18505  2.07162  -0.56
N  2.38999  -3.33236  2.12430  -0.35
O  3.51457  -2.32897  -2.42324  -0.58
H  -2.05921  -0.93395  0.39578  0.30
O  -3.89046  4.58510  0.45670  -0.41
C  7.71220  2.54702  -0.13000  -0.47
O  1.11454  3.91372  4.07666  -0.36
H  -2.96908  0.52629  0.67585  0.36
N  0.54062  3.49156  5.37360  0.26
H  0.01593  -2.73967  3.02231  0.63
H  -12.16126  6.42902  3.04778  0.31
C  0.58973  -1.85352  2.77878  -0.37
H  -2.25879  4.25863  -1.74919  0.33
O  -5.89955  4.95477  -0.23589  -0.36
O  9.05573  2.21542  0.24131  -0.35
O  0.96131  -8.31754  -7.20043  -0.35
C  -4.79784  4.23115  -0.44774  0.77
H  3.58252  -8.99834  -4.49092  0.33
C  -2.62075  3.91592  0.35316  0.44
C  -13.83835  4.62863  -1.71624  -0.64
H  3.63885  -1.03712  1.51996  0.44
C  2.64071  -0.89937  1.91671  -1.07
O  3.63437  1.66900  0.86588  -0.58
O  2.29048  -0.50222  -2.93390  -0.40
O  10.42912  1.19696  1.55585  -0.38
H  1.20583  -9.92672  -8.48668  0.32
H  7.19251  3.03424  0.69158  0.16
O  1.88454  -10.04583  -6.06967  -0.56
H  5.78644  3.87760  3.08228  0.26
C  2.28354  -0.17086  -1.54237  -0.47
C  0.81103  0.51959  2.65164  0.34
H  2.06092  -8.89846  -3.56740  0.31
C  10.70414  0.39424  2.71442  -0.17
C  0.35300  1.90741  2.89277  0.38
C  -0.79320  -9.96498  -7.65185  -1.09
H  3.28747  -0.13328  -1.12868  0.28
C  1.65128  -8.87342  -6.20727  0.73
O  -12.99206  6.85109  -0.55957  -0.55
H  2.54847  -4.44560  -3.57157  0.32
N  5.06168  3.49046  2.48801  -0.47
C  -2.15040  -0.08134  1.06810  -1.26
O  -0.79140  2.29111  2.80776  -0.59
H  -1.26092  0.54175  1.02961  0.16
H  -13.88132  3.63086  -2.14228  0.22
H  -10.86883  7.64879  0.54831  0.33
H  10.83737  -1.45190  1.61825  0.30
H  -0.53776  -10.60565  -6.80955  0.32
H  4.60980  -3.29089  4.58585  0.30
H  -4.55821  0.23663  2.41011  0.44
C  -6.94632  4.72282  -1.17995  -0.56
H  -1.50310  -1.33570  4.19982  0.65
H  1.83260  0.81436  -1.46269  0.26
O  -4.66554  3.39567  -1.30462  -0.56
H  2.36131  -3.37490  4.21700  0.19
C  -12.00133  7.25418  2.35272  -1.16
C  10.33621  -1.05838  2.50336  -1.07
C  2.09862  0.35882  2.12115  0.36
C  2.92753  -1.63637  -3.21648  0.71
H  -2.87744  -1.57248  2.43589  0.50
H  3.20158  -3.24386  1.52231  0.36
H  3.05421  -5.19168  -5.09293  0.25
H  -0.80202  3.98541  -0.78490  0.31
H  10.19535  0.81611  3.58105  0.30
H  -6.65657  5.09144  -2.16293  0.29
C  -12.44668  5.81441  -0.28358  0.78
O  1.10961  2.60601  5.83963  -0.22
H  -11.61006  8.10868  2.90472  0.35
C  3.77767  3.69554  3.16738  -0.86
H  -3.33401  1.34921  3.08711  0.36
H  -2.12426  4.10074  1.30310  0.29
H  10.63653  -1.64942  3.36870  0.35
H  -1.54896  -9.25291  -7.31817  0.29
H  7.77860  3.22446  -0.97551  0.26
H  -2.77728  2.84167  0.26377  -0.06
H  -14.76436  4.84205  -1.18490  0.29
C  9.14706  1.49732  1.35663  0.78
H  -7.19676  3.66606  -1.23795  0.30
C  -1.36337  -0.47833  3.53424  -1.82
H  11.77618  0.49435  2.87228  0.30
C  2.89200  1.58959  1.81636  -0.52
H  -1.21923  -10.58527  -8.44037  0.35
C  3.42376  -3.07603  -4.99401  -0.36
O  2.81300  -1.86449  -4.52298  -0.39
O  -12.73459  4.62217  -0.80680  -0.33
H  -10.06319  6.59548  1.70496  0.28
H  3.10978  -7.47272  -3.71480  0.18
C  1.44981  2.86672  3.25849  0.10
C  0.02541  -0.59280  2.97402  0.85
H  1.67364  -0.88732  -0.99182  0.31
C  2.60689  -4.30165  -4.64998  -0.87
H  5.27023  2.49924  2.44533  0.22
H  -1.66065  5.53469  -0.68972  0.34
H  4.85858  -3.16052  2.85288  0.29
C  2.74351  -8.36026  -4.22293  -0.66
H  4.44014  -3.14868  -4.60682  0.32
C  -2.51640  -0.54409  2.49339  0.98
H  -3.91020  0.01242  4.05997  0.39
H  2.58555  -4.95381  3.46761  0.43
H  1.58752  -4.20011  -5.02372  0.29
C  2.68459  2.73638  2.76534  0.40
H  -1.47102  0.40042  4.16867  0.48
C  -3.67034  0.31071  3.03564  -1.81
H  4.86938  -4.74014  3.63893  0.31
H  -13.68716  5.36197  -2.50506  0.30
H  -7.81094  5.28037  -0.83108  0.13
O  2.05047  -7.90026  -5.38646  -0.25
C  0.42634  -9.23428  -8.16961  -0.19
C  1.87521  -2.01566  2.26781  0.13
C  4.38641  -3.76347  3.62946  -1.06
C  2.86696  -3.90366  3.40922  -0.29
H  7.17197  1.64980  -0.42773  0.27
H  3.45716  4.73208  3.05678  0.33
H  0.16206  -8.61185  -9.02216  0.29
C  -1.78597  4.45547  -0.78810  -1.26
H  -12.96594  7.52910  1.92953  0.31
C  -11.02797  6.84597  1.26804  -0.16
O  -11.45093  5.65434  0.58547  -0.34
H  3.48732  -2.95591  -6.07375  0.33
H  3.89271  3.54444  4.25106  0.38
H  9.26280  -1.17370  2.36224  0.30

Atoms 1-3, force components in eV/Å:
O 0.0 0.0 0.0
N 0.4 0.6 0.2
O 0.0 0.0 0.0

***

Computed, not measured: 6 unconnected molecules or ions with the total composition C25H32BrF15N2O13P, with the ωB97M-V functional and the def2-TZVPD basis.

Calculated values
- Total charge: +1
- HOMO level: -12.19 eV

Last column: Mulliken charge in e.
Element x y z (Å)
H  -0.12450  3.66329  1.90174  0.31
O  0.30931  2.49783  4.36639  -0.33
H  0.88057  4.64811  8.21544  0.27
O  2.39046  2.15247  -2.61045  -0.54
F  -0.58253  4.01026  6.35573  -0.24
H  -1.59668  -12.00175  -4.80252  0.31
C  1.81161  -1.99998  -1.28353  0.53
H  0.08351  0.33536  -2.95974  0.16
H  -0.73127  -12.42077  -3.32811  0.33
F  -0.35048  10.39777  -3.84559  -0.25
O  2.30702  1.33360  -0.21608  -0.53
H  -0.14007  5.17781  -3.75675  0.34
F  -0.07469  -8.15233  -2.76433  -0.27
H  -2.94430  -13.60628  -3.47064  0.38
C  0.82504  6.62438  -2.47816  -0.35
O  -0.82831  -10.91544  -1.33057  -0.51
H  -1.28768  -7.25200  -5.57603  0.35
C  -1.86698  -5.56372  -4.39255  -0.04
C  0.86302  3.25243  2.10682  -0.78
C  -1.62489  -11.93607  -3.71779  -0.24
O  0.68488  7.76793  -3.34458  -0.32
H  1.78188  1.68103  3.25264  0.35
C  3.07463  -2.30454  -3.60249  -0.56
F  -1.20961  1.97160  6.74742  -0.27
O  0.87997  6.16053  9.56165  -0.34
H  1.47183  4.05643  2.52225  0.37
H  1.77777  6.76612  -1.97275  0.35
H  -2.93291  -5.61951  -4.60614  0.35
C  1.53271  -1.02929  -2.26091  0.62
Br  1.06869  -1.95819  0.41603  -0.03
C  -1.36865  3.01794  5.92183  0.96
O  -1.54684  7.45927  -3.44758  -0.51
H  0.04112  6.63608  -1.72225  0.33
F  -0.18796  -1.88054  -4.29833  -0.19
H  -0.56713  4.23160  10.87643  0.41
O  0.38605  2.70289  -1.17192  -0.64
F  0.24264  8.61454  10.34195  -0.25
H  3.62350  -2.43741  -4.52460  0.53
H  1.29845  2.93084  1.16683  0.02
C  0.59482  0.11244  -2.02306  -1.54
F  -1.71515  -0.99314  -5.55118  -0.24
C  -0.49484  4.15875  9.79194  -1.12
F  -2.63084  3.41528  5.99706  -0.25
C  -1.12690  -8.65286  -2.08762  1.10
C  0.78987  2.09171  3.07135  -0.25
N  2.62873  -3.00685  -1.55456  0.39
C  -0.53828  9.31766  -4.61392  0.91
H  2.91274  0.60927  -0.42411  0.33
F  0.44662  9.26887  -5.51781  -0.25
H  2.06401  -0.55559  -4.30018  0.45
H  0.15885  1.28910  2.68662  0.31
F  -2.15795  -1.47905  -3.49561  -0.26
C  0.81896  5.33245  -3.26239  -0.69
C  -1.98813  -3.29373  -5.01819  0.17
C  1.31279  8.03859  10.89885  0.93
O  1.51376  5.76691  11.69052  -0.51
F  -1.69332  9.44815  -5.25471  -0.23
C  -1.16288  -10.18909  -2.21523  0.19
C  0.80752  4.74576  9.29477  -0.15
F  2.40653  8.48469  10.26444  -0.25
C  1.24144  6.50118  10.78926  0.31
N  3.28684  -3.20837  -2.68524  -0.80
H  2.78708  -3.70978  -0.83821  0.24
C  -0.54945  8.04982  -3.73454  0.33
P  1.37077  1.67897  -1.46804  1.42
O  -1.48371  -4.17789  -4.17548  -0.35
H  -0.56862  3.10871  9.51053  0.31
H  -1.68910  -6.05615  -3.44630  0.16
H  -0.13201  -0.16139  -1.26120  0.68
C  -2.88797  -12.56093  -3.17141  -1.09
C  -1.52184  -1.88513  -4.59995  1.00
H  1.58711  5.35244  -4.03797  0.34
H  0.02438  -6.10189  -5.26645  0.28
F  -1.00968  -8.27906  -0.81951  -0.25
H  2.60844  1.45272  -3.23709  0.33
C  -1.03978  -6.19550  -5.48795  -1.15
F  -2.23321  -8.08373  -2.59073  -0.26
C  2.19799  -1.22260  -3.45825  -0.03
H  -1.22408  -5.71594  -6.44887  0.42
O  -1.82181  2.39310  3.63533  -0.52
H  -1.34203  4.69776  9.36653  0.29
O  -1.57090  -10.51713  -3.42677  -0.28
F  1.38064  8.41216  12.17047  -0.24
H  1.00390  4.49010  -2.60018  -0.02
O  -2.71278  -3.48163  -5.94278  -0.49
H  1.66868  4.24169  9.73185  0.33
H  -3.76684  -12.03891  -3.55006  0.31
C  -1.00710  2.60769  4.48080  0.30
H  -2.91247  -12.51197  -2.08349  0.32

Atoms 1-3, force components in eV/Å:
H 0.0 -0.1 0.0
O 0.0 0.0 0.1
H 0.0 0.2 0.0

***

Computed, not measured: 2 unconnected molecules or ions with the total composition HNO2S2, with the ωB97M-V functional and the def2-TZVPD basis.

Calculated values
- ΔE to the lowest compared entry with this formula, charge and spin: 197.7 kJ/mol
- HOMO level (spin up / spin down): -9.31 / -8.90 eV

Last column: natural (NBO) charge in e.
Element x y z (Å)
O  -2.31313  -0.16327  0.04944  -0.27
O  -0.57087  -1.34618  -0.67690  -0.26
S  1.59782  1.52068  0.08956  0.00
N  -1.74938  -1.08043  -0.51733  0.51
H  1.10457  1.45053  1.37210  0.12
S  1.93099  -0.38132  -0.31687  -0.10

Atoms 1-3, force components in eV/Å:
O 1.2 -1.9 -1.2
O -2.4 0.3 0.1
S -0.2 -0.2 0.5